The following is a DFT calculation (ωB97M-V/def2-TZVPD) of the molecule C24H19NO6.

```
50
Properties=species:S:1:pos:R:3
C -0.00198 1.50906 2.30062
O 1.38376 1.67017 2.12254
C 2.11869 0.60142 1.69254
C 1.57271 -0.65377 1.48477
C 2.36118 -1.68277 0.97560
C 1.79650 -3.04046 0.76954
O 2.36237 -4.05672 1.10602
N 0.53072 -3.11460 0.22892
C -0.21767 -2.15858 -0.44036
C 0.37039 -1.13162 -1.18662
C -0.42282 -0.19832 -1.81773
C -1.81504 -0.26201 -1.75046
C -2.40890 -1.31418 -1.04111
C -1.60834 -2.24843 -0.39924
C -3.87976 -1.46372 -0.94712
O -4.39313 -2.36079 -0.30563
C -4.68099 -0.46150 -1.68007
C -6.06933 -0.57341 -1.66294
C -6.85875 0.34044 -2.33637
C -6.26780 1.38308 -3.03490
C -4.89051 1.50689 -3.05639
C -4.08426 0.59178 -2.38505
C -2.61463 0.76686 -2.43903
O -2.10026 1.70632 -3.01815
C 3.70006 -1.46061 0.72386
C 4.27894 -0.21011 0.94758
O 5.59456 -0.15703 0.62334
C 6.41726 0.92592 1.00174
C 3.48615 0.84137 1.43506
O 4.05796 2.07936 1.59203
C 3.74841 2.83672 2.74632
H -0.49191 1.18848 1.37532
H -0.22792 0.79733 3.10097
H -0.37385 2.49312 2.58218
H 0.53733 -0.84149 1.71421
H 0.09715 -4.02508 0.33349
H 1.44354 -1.07679 -1.27318
H 0.02176 0.60153 -2.39089
H -2.09194 -3.04763 0.14459
H -6.50801 -1.39220 -1.11196
H -7.93376 0.24143 -2.31777
H -6.88158 2.09824 -3.56185
H -4.40953 2.31152 -3.59276
H 4.32612 -2.25470 0.35124
H 7.41967 0.63799 0.68473
H 6.12497 1.85156 0.50346
H 6.41102 1.07672 2.08393
H 4.58852 3.51930 2.88011
H 2.82949 3.41047 2.61624
H 3.65344 2.19940 3.62864
```

Output
- ΔE to the lowest compared entry with this formula, charge and spin: 0.000 eV
- E_LUMO: -1.18 eV
- Strongest force on any atom: 0.72 eV Å⁻¹
- Spin multiplicity: 1
- Frontier orbital gap: 7.3 eV